Molecular formula: C25H44F24N7O18S8
Method: DFT, the ωB97M-V functional and the def2-TZVPD basis

Output
DFT total energy: -8298.36044 Ha
LUMO energy: -1.594 eV
net charge: -1
ΔE to the lowest compared entry with this formula, charge and spin: 0.0 kJ/mol

```
126
Properties=species:S:1:pos:R:3:forces:R:3
C -3.9878 -2.2629 -5.9958 -0.23 -0.10 0.30
C -4.0771 -1.7025 -4.5852 -0.16 1.42 1.28
C -3.9545 -0.1755 -4.6425 0.03 0.51 1.61
O -4.1776 0.5167 -3.3707 -0.48 -2.68 -1.86
C -4.0687 1.9119 -3.5419 -0.19 1.03 0.03
N -5.3409 -2.2064 -3.7851 0.59 -0.48 -0.14
H -5.5479 -1.7022 -2.9348 0.21 1.35 0.29
H -6.2312 -2.3516 -4.2394 -0.23 0.29 -0.79
H -5.0858 -3.1051 -3.4012 0.10 -0.67 -0.16
H -3.8044 -3.3373 -5.9917 -0.20 0.06 -0.29
H -3.2402 -1.7646 -6.6131 0.57 -0.04 0.61
H -4.8666 -1.9639 -6.5671 -0.49 -0.51 0.24
H -3.3281 -1.9575 -3.8354 0.35 -0.66 -0.51
H -4.5391 0.1568 -5.5004 -0.22 0.71 0.20
H -2.8882 -0.0317 -4.8171 0.10 0.08 -0.69
H -4.9400 2.3185 -4.0552 -0.19 -0.05 -0.02
H -3.1943 2.1690 -4.1397 0.27 0.06 0.24
H -4.0335 2.3584 -2.5481 0.18 0.09 -0.13
C -1.5630 0.5558 -0.4212 -1.85 0.49 -0.41
C -1.6743 0.1872 1.0448 1.74 1.43 0.63
C -0.3498 -0.4485 1.5172 1.85 0.03 1.05
O 0.7474 0.5005 1.8093 -1.84 -1.04 -0.92
C 1.9158 -0.1451 2.2826 0.96 -0.61 0.34
N -1.9346 1.4611 1.9111 0.76 -1.27 -0.96
H -2.6559 2.1036 1.6160 -0.98 0.15 -0.85
H -2.1255 1.2218 2.8736 0.05 -0.54 0.92
H -1.0950 2.0196 1.9687 0.99 0.21 0.04
H -0.8078 1.2640 -0.7621 0.30 -0.30 0.56
H -2.5190 1.0133 -0.6759 -0.04 0.37 -0.24
H -1.5897 -0.3423 -1.0383 0.50 -0.24 0.09
H -2.5080 -0.4887 1.2349 0.16 0.08 -0.05
H 0.0878 -1.1102 0.7697 -0.44 -0.07 -0.85
H -0.4847 -1.1479 2.3422 -0.14 0.52 0.42
H 2.8413 0.3589 2.0039 -0.47 0.94 0.13
H 2.1322 -1.1181 1.8414 -0.74 -0.66 -0.61
H 1.9588 -0.3513 3.3521 -0.37 0.55 0.01
C 0.4293 -6.6799 -5.3010 -1.19 0.51 -0.94
C 1.7165 -6.4364 -4.5887 0.63 -1.53 1.17
C 1.5029 -5.6914 -3.2704 -0.73 1.90 -0.90
N 2.6834 -5.1319 -2.5348 2.41 0.02 0.73
C 3.5007 -4.0069 -3.3881 -1.17 -0.99 1.84
C 2.7116 -2.7145 -3.3490 -0.33 -0.18 -1.22
C 2.2569 -2.2496 -1.9857 1.06 1.27 0.45
C 1.4130 -3.2154 -1.2334 -0.76 -1.33 -0.04
C 2.1714 -4.5573 -1.1235 -0.88 -0.53 -1.21
C 3.6731 -6.2991 -2.2644 -1.20 -0.07 -0.37
H -0.4230 -6.8193 -4.6361 -0.03 0.34 0.22
H 0.4009 -7.5883 -5.9028 0.52 0.05 -0.08
H 0.2545 -5.8441 -5.9785 -0.52 0.00 0.01
H 2.4832 -6.1100 -5.2913 0.06 0.26 0.36
H 1.9463 -7.4415 -4.2352 0.97 -0.12 -0.21
H 0.8415 -6.3395 -2.6954 0.67 -0.06 0.77
H 0.8953 -4.7934 -3.3820 -0.20 0.05 -0.51
H 3.6749 -4.4560 -4.3659 -0.09 0.20 0.10
H 4.4303 -3.9492 -2.8219 0.05 0.08 -0.12
H 1.8825 -2.8189 -4.0489 -0.43 -0.11 0.08
H 3.2640 -1.9005 -3.8183 0.48 -0.15 0.11
H 1.8094 -1.2638 -2.1122 -0.30 -0.10 0.14
H 3.1650 -2.0441 -1.4189 0.15 0.06 0.26
H 0.4093 -3.2323 -1.6580 -0.01 -0.82 -0.86
H 1.0504 -2.9920 -0.2300 1.05 0.60 0.43
H 1.5471 -5.3888 -0.7967 -0.11 0.17 0.22
H 2.9697 -4.4580 -0.3880 0.47 -0.02 -0.60
H 4.4390 -6.1692 -1.4998 -0.62 0.61 0.33
H 4.2422 -6.6047 -3.1424 -0.43 0.41 -0.41
H 2.9608 -7.0951 -2.0472 0.61 -0.34 0.47
C -2.5871 -1.9021 4.5488 0.51 3.20 1.29
F -2.6629 -1.9894 3.2370 0.16 -0.77 -1.10
F -3.6854 -1.1674 4.9106 0.76 -1.05 0.16
F -2.5757 -3.0788 5.1270 -0.26 -0.15 -0.21
S -0.9899 -0.8886 5.1270 -0.77 -1.05 0.96
O -1.0013 -1.0869 6.5543 -0.79 0.26 -0.88
O 0.1675 -1.4642 4.4604 -1.39 0.49 -0.41
N -1.4300 0.7163 4.6289 -0.37 -5.07 0.69
S -0.1527 1.4626 5.0645 4.83 6.52 -0.38
O 0.7361 1.0441 6.1250 -1.84 -0.93 -0.52
O 0.5834 2.0628 3.9492 -1.09 -1.23 0.18
C -0.8879 3.1002 5.6447 -0.32 -0.56 2.46
F -2.2053 2.9904 6.0644 1.24 0.27 -0.63
F -0.1550 3.4524 6.7501 -0.86 0.06 -1.09
F -0.7905 4.0562 4.7489 -0.30 -0.07 0.13
C 6.3126 -0.1416 3.9862 -1.43 -0.73 0.76
F 7.2980 -0.8609 4.5139 0.02 0.46 -0.26
F 6.7673 0.8949 3.2997 0.22 -0.40 0.00
F 5.6357 -0.9662 3.1316 0.36 0.40 0.14
S 5.0844 0.5346 5.3124 -1.63 0.15 2.09
O 5.6348 1.8355 5.5588 0.80 -0.53 0.10
O 3.7506 0.5997 4.7753 0.67 -1.33 -0.67
N 5.0243 -0.5587 6.6711 -2.02 -1.20 -6.90
S 5.8190 0.0146 7.7764 4.98 0.32 1.55
O 7.2295 0.2110 7.4354 -0.27 -0.93 0.98
O 5.1843 1.1754 8.2196 -1.35 2.39 3.11
C 5.7675 -1.4606 9.1130 -1.22 2.50 -2.08
F 5.4956 -2.6110 8.5040 0.09 -0.26 0.46
F 6.9322 -1.5261 9.7174 0.12 -0.31 0.63
F 4.7682 -1.1519 9.9723 0.79 -0.69 0.03
C 0.1777 3.8480 -2.8176 -2.04 2.09 -0.02
F 1.1333 3.5709 -3.6437 0.91 -1.12 -1.10
F -1.0612 3.6697 -3.4091 1.43 -0.42 0.29
F 0.2181 3.0920 -1.7447 0.24 -0.54 0.03
S 0.2480 5.6630 -2.3383 -2.33 2.76 2.96
O -0.9473 6.3596 -2.9126 2.91 -2.27 0.05
O 0.1716 5.6170 -0.8747 0.29 -1.17 -1.78
N 1.7622 6.3169 -2.7610 -2.93 -2.92 -0.55
S 1.4321 7.8088 -2.4603 2.45 4.63 -0.66
O 0.6580 8.5428 -3.4444 -0.04 -0.51 0.76
O 1.2516 8.0864 -1.0548 0.06 0.33 -0.78
C 3.1995 8.5285 -2.9746 -2.62 -1.15 -0.22
F 3.3546 9.7495 -2.4825 0.44 -0.02 0.20
F 4.1547 7.7003 -2.5446 0.46 0.65 -0.54
F 3.1945 8.6553 -4.3446 0.79 -0.41 1.22
C -5.7138 1.0510 0.2502 -1.74 2.84 -0.30
F -4.5124 0.7145 0.6065 0.72 -1.76 0.45
F -5.9113 0.7921 -1.0531 0.17 -0.76 0.14
F -6.6967 0.4205 0.9499 1.53 0.43 -0.60
S -5.7877 3.0043 0.4226 -1.37 0.45 -1.60
O -6.0999 3.5373 -0.9643 1.72 -1.78 3.63
O -6.8664 3.1511 1.3710 1.03 0.07 -0.08
N -4.2050 3.2773 1.0885 -3.91 -4.16 0.21
S -3.7724 4.6236 0.5666 2.65 5.37 -2.33
O -3.1750 4.5039 -0.7778 -0.55 0.37 2.14
O -4.7738 5.6584 0.8021 1.01 -0.74 -0.28
C -2.2812 5.1016 1.8218 0.58 -0.44 -1.89
F -2.6351 5.1628 3.0923 -0.65 0.84 -0.24
F -1.2884 4.2112 1.7795 0.09 -1.77 -0.15
F -1.6685 6.1732 1.3269 -1.47 0.73 0.73
```
Forces are in eV/Å.

=====

Molecular formula: C25H44F2N2O7SSi
Method: DFT, the ωB97M-V functional and the def2-TZVPD basis

Output
DFT total energy: -2502.03764 Ha
LUMO energy: -0.113 eV

```
82
Properties=species:S:1:pos:R:3:forces:R:3
C 6.8024 -2.0074 3.5093 1.35 0.19 1.16
O 6.2461 -3.2597 2.9764 -0.95 2.61 -0.62
C 5.0038 -2.9944 2.1769 -0.29 -1.14 0.49
C 4.9480 -4.1733 1.0397 1.11 0.45 -0.34
C 3.8821 -3.9222 -0.1785 -0.15 -0.41 0.10
C 2.3472 -3.5905 0.2910 -1.04 0.14 -1.07
C 1.6538 -4.7350 1.2487 1.11 -0.40 0.43
C 0.0622 -5.0154 0.9289 0.13 2.34 -1.49
O -0.1584 -6.2770 0.1695 -1.96 0.07 3.11
S -1.2760 -7.2657 1.0154 -1.17 -7.62 -2.37
O -2.5754 -7.7262 0.2559 4.39 4.01 2.81
O -0.5723 -8.6533 1.2480 -1.42 6.13 0.42
O -1.5241 -6.2863 2.3913 1.53 -0.44 -2.24
C -1.0269 -4.9044 2.1914 -0.19 -1.09 -1.13
C -2.4077 -4.0871 1.8549 -1.51 0.95 0.67
F -3.5150 -4.7874 2.6076 2.93 1.89 -2.38
F -2.7687 -4.1347 0.3923 1.19 -0.22 4.10
C -2.4168 -2.5162 2.3588 -0.88 0.27 -0.16
C -0.9404 -1.7953 2.3472 0.15 -2.06 -0.27
Si -0.9644 0.0996 1.9973 0.19 0.93 0.44
C -0.5405 0.9675 3.7019 0.22 0.03 0.98
C -2.6743 0.8034 1.4470 -0.99 0.21 -0.96
C 0.4409 0.4087 0.6597 2.31 0.56 -2.34
C 1.9892 0.5992 1.1829 -1.07 -0.09 -4.60
C 3.1510 0.8043 0.0403 -4.42 -0.81 -0.60
C 2.6877 0.7950 -1.5402 -2.14 -0.38 2.13
C 1.1260 0.6242 -2.0588 0.46 -0.36 4.77
C -0.0326 0.4199 -0.9134 4.92 0.56 1.24
H 7.5281 -1.4423 2.7491 -1.84 -1.19 1.30
H 6.0028 -1.2674 3.9526 1.32 -1.47 -1.09
H 7.5084 -2.2976 4.4273 -1.61 0.46 -2.02
H 4.9728 -1.8985 1.7633 0.20 -2.13 0.54
H 4.1135 -3.1441 2.9403 1.53 0.49 -1.60
H 4.8415 -5.2252 1.5771 -0.07 2.29 -1.13
H 6.0300 -4.1969 0.5357 -2.30 0.06 1.14
H 4.2389 -3.0437 -0.8784 -0.63 -1.66 1.56
H 3.8938 -4.9049 -0.8554 -0.19 2.10 1.50
H 1.6943 -3.5639 -0.7080 1.43 0.02 2.01
H 2.2250 -2.4968 0.7522 0.46 -2.41 -0.86
H 1.8352 -4.4016 2.3610 -0.64 -0.78 -2.00
H 2.2956 -5.7215 1.0978 -1.66 1.85 0.32
H -0.2242 -4.2120 0.1016 0.38 -1.47 2.00
H -0.4777 -4.5630 3.1721 -1.43 -0.59 -1.98
H -2.9183 -2.4182 3.4374 1.19 -0.62 -2.38
H -3.1703 -1.9475 1.6305 1.74 -1.32 1.46
H -0.3292 -2.3037 1.4674 -1.03 1.07 1.79
H -0.3460 -1.9854 3.3641 -1.30 0.24 -2.19
H 0.5597 1.3676 3.7526 -2.13 -0.64 -0.01
H -0.6693 0.1691 4.5641 0.27 1.64 -1.62
H -1.2914 1.8402 3.9179 1.53 -1.57 -0.42
H -3.5413 0.5367 2.1981 1.76 0.52 -1.35
H -2.6295 1.9846 1.3168 -0.09 -2.62 0.26
H -2.9930 0.3683 0.3884 0.55 1.04 2.24
H 2.1994 0.5528 2.3556 -0.36 0.18 -2.98
H 4.2706 0.9086 0.3944 -2.51 -0.18 -1.11
H 3.5342 0.9070 -2.3482 -1.93 -0.21 1.78
H 0.7900 0.5962 -3.1806 1.10 0.15 2.37
H -1.1731 0.2793 -1.1386 2.52 0.40 0.33
C -3.6647 4.1075 -2.6222 -0.19 -0.42 0.28
C -3.5171 2.6959 -2.1288 -0.14 -0.23 0.43
O -3.5652 2.4097 -0.9349 0.03 0.05 -0.58
N -3.3235 1.7127 -3.0575 -0.01 0.30 0.58
C -3.2394 1.8535 -4.4911 0.04 -0.45 0.06
H -3.8126 4.7809 -1.7731 0.08 -0.52 -0.32
H -2.7591 4.4140 -3.1525 -0.32 -0.04 0.03
H -4.5352 4.1840 -3.2794 0.13 0.05 -0.11
H -3.2324 0.7876 -2.6541 -0.07 0.21 -0.18
H -4.0297 1.2464 -4.9386 0.10 0.13 -0.29
H -2.2664 1.4748 -4.8128 -0.07 0.11 -0.31
H -3.3503 2.8889 -4.8162 0.01 -0.19 0.20
C -3.4067 8.7559 -2.6926 -0.27 0.07 0.10
C -2.4773 7.5840 -2.8367 0.33 -0.71 0.11
O -2.7451 6.4744 -2.3821 0.41 1.43 -0.18
N -1.2993 7.7822 -3.4998 -0.71 -0.22 0.39
C -0.8146 9.0027 -4.0976 0.36 -0.25 -0.11
H -4.3025 8.4504 -2.1443 0.29 -0.07 -0.13
H -2.9148 9.5557 -2.1324 -0.09 0.05 -0.18
H -3.7114 9.1141 -3.6797 0.07 0.15 0.13
H -0.7236 6.9504 -3.5587 -0.11 0.24 0.03
H -0.6532 8.8182 -5.1623 0.06 0.33 -0.01
H 0.1377 9.2567 -3.6262 -0.03 0.27 -0.18
H -1.5116 9.8329 -3.9757 0.09 -0.25 0.03
```
Forces are in eV/Å.

=====

Molecular formula: C25H44OP2Ru
Method: DFT, the ωB97M-V functional and the def2-TZVPD basis

Output
2S+1: 6
DFT total energy: -1831.19671 Ha
LUMO energy (spin up / spin down): -2.633 / -4.783 eV
net charge: +1
ΔE to the lowest compared entry with this formula, charge and spin: 388.2 kJ/mol
expectation value of S²: 8.809

```
73
Properties=species:S:1:pos:R:3:forces:R:3
Ru -0.7327 0.4648 -0.3651 -1.25 -2.47 0.70
C -0.7084 -1.4332 1.7204 0.43 1.16 2.49
C 0.5978 -2.0728 1.5528 1.78 1.10 1.53
C 0.8021 -0.4475 3.1830 -0.80 0.67 -0.48
C -0.5308 -0.4091 2.7524 -0.05 -0.60 -1.21
C 1.4991 -1.4315 2.4101 -1.04 -1.41 -1.46
C -1.9450 -2.2410 1.8282 -0.37 -0.31 -0.24
H -1.8869 -3.1474 1.2217 -0.27 0.14 0.09
H -2.8497 -1.6638 1.5931 0.12 -0.28 0.12
H -1.9954 -2.5611 2.8845 -0.25 0.01 -0.33
C -1.6599 0.1771 3.5170 -0.54 0.20 0.08
H -2.4090 0.6497 2.8682 0.05 -0.13 0.15
H -1.3279 0.9404 4.2248 -0.07 -0.15 -0.06
H -2.1727 -0.6103 4.0958 0.06 0.25 -0.10
C 1.3986 0.2930 4.3180 -0.18 0.10 0.39
H 1.8119 -0.4245 5.0417 -0.01 0.21 -0.08
H 0.6400 0.8970 4.8303 0.30 -0.12 -0.06
H 2.2202 0.9567 4.0064 -0.20 -0.25 -0.05
C 2.8666 -1.8689 2.7375 0.68 -0.36 0.16
H 2.8386 -2.5217 3.6288 0.15 0.18 -0.25
H 3.5161 -1.0160 2.9729 -0.07 -0.18 -0.01
H 3.3298 -2.4400 1.9251 -0.08 0.07 0.18
C 0.8865 -3.3719 0.9167 0.13 -0.42 -0.36
H 1.1445 -4.1199 1.6883 -0.10 0.20 -0.35
H 1.7452 -3.2961 0.2387 -0.12 -0.16 0.00
H 0.0297 -3.7487 0.3566 0.13 -0.07 -0.08
C -1.1798 1.3604 -2.0520 -1.36 1.53 -1.36
C -2.0169 0.2759 -2.6741 -1.91 -0.24 -1.75
C -1.4219 -0.5562 -3.8285 -0.48 0.25 -0.30
C 0.1075 -0.6606 -3.8896 -0.50 -0.32 -0.26
C 0.8857 -0.2571 -2.6508 2.02 0.29 -1.27
C 1.5079 0.9625 -2.5635 1.32 -0.90 -0.98
C 1.0025 2.2471 -3.1111 -0.16 -0.21 -0.44
C -0.5158 2.1859 -3.1655 0.08 0.80 0.11
H -1.8167 -0.1369 -4.7702 0.28 -0.18 0.32
H 0.4925 -0.1409 -4.7957 -0.20 -0.17 0.72
H -1.8414 -1.5690 -3.7859 0.04 0.36 -0.11
H -0.8615 1.8348 -4.1555 0.17 0.08 0.54
H -1.8452 2.0991 -1.5626 -0.20 -0.49 -0.17
H -2.9153 0.7990 -3.1257 0.55 -0.60 0.45
H -0.9163 3.1959 -3.0327 0.12 -0.02 -0.36
H 1.3517 3.0997 -2.5116 -0.10 -0.25 0.05
H 2.5460 1.0437 -2.2137 -0.65 -0.35 0.46
H 1.4209 2.4353 -4.1172 -0.09 -0.11 0.26
H 0.3056 -1.7300 -4.0540 0.27 0.37 -0.01
H 1.4698 -1.1097 -2.2549 -0.39 0.52 0.08
P -2.5989 -0.7048 -1.2441 1.34 1.02 0.28
C -4.1491 0.1375 -0.8621 -0.45 -0.65 0.20
C -2.5645 -2.4881 -1.4647 -0.57 -0.74 -0.06
P 2.6901 1.1469 0.9355 -1.41 -0.36 -0.72
C 1.1326 0.7931 0.0465 2.22 0.38 0.10
C 3.5227 -0.1865 -0.0736 0.94 0.07 0.10
C 2.7796 2.8004 0.1000 1.08 0.17 0.06
H -3.8835 1.1312 -0.4349 -0.27 -0.74 -0.28
H -4.6548 -0.5032 -0.1153 -0.21 0.67 -0.30
H -4.7304 0.2428 -1.7974 -0.01 -0.05 0.63
H -2.2243 -2.8106 -2.4664 -0.42 0.23 0.50
H -3.5725 -2.8833 -1.2374 0.51 -0.11 -0.24
H -1.8470 -2.8819 -0.7315 -0.38 0.11 -0.36
H 2.9241 2.7574 -0.9837 0.02 -0.04 0.22
H 3.6159 3.3204 0.5538 0.20 0.37 -0.14
H 1.8804 3.3909 0.3177 0.15 -0.35 0.09
H 0.8494 1.6971 -0.6180 0.26 -0.98 0.72
H 1.2972 -0.1988 -0.4686 -0.66 1.02 0.60
H 4.2217 -0.6804 0.5949 0.43 0.00 -0.22
H 4.0299 0.1881 -0.9661 0.16 -0.01 0.21
H 2.8244 -0.9656 -0.4081 0.18 0.31 0.28
C -0.3788 2.6285 1.8625 0.52 0.71 0.20
C -1.3265 2.1234 0.8013 -1.38 1.98 1.00
O -2.3764 2.6933 0.5218 1.36 -0.91 0.42
H 0.5715 2.0954 1.8101 -0.42 -0.03 0.26
H -0.7595 2.5521 2.8975 -0.09 0.26 -0.69
H -0.1411 3.6726 1.5974 -0.35 -0.07 0.37
```
Forces are in eV/Å.